{
  "formula": "C17H13N5O3S",
  "method": "ωB97M-V with the def2-TZVPD basis set",
  "species": ["C", "H", "H", "H", "O", "C", "O", "C", "C", "C", "C", "O", "C", "H", "H", "S", "C", "N", "N", "C", "N", "N", "C", "C", "C", "H", "H", "C", "C", "N", "C", "C", "C", "H", "H", "H", "H", "H", "H"],
  "xyz": [[-4.908199, 4.109463, 2.159697], [-5.062865, 5.128310, 1.768832], [-5.087682, 4.100859, 3.358921], [-5.844687, 3.465251, 1.750676], [-3.868917, 3.411313, 1.522264], [-3.469632, 2.181662, 1.927133], [-4.165329, 1.586279, 2.510058], [-2.318848, 1.540443, 1.532331], [-1.729494, 0.282876, 1.668921], [-0.493443, 0.466889, 0.992668], [-0.239078, 1.617983, 0.703962], [-1.395279, 2.271148, 0.884014], [0.625698, 2.341344, -0.433055], [0.898004, 3.402001, 0.112182], [1.598689, 1.713563, -0.202526], [0.444046, 2.452329, -2.083615], [0.520814, 0.853523, -2.659788], [1.153947, -0.035974, -1.732886], [1.112986, -1.350058, -1.965768], [1.820301, -2.391779, -1.399369], [1.558845, -3.572647, -2.277375], [1.257630, -3.120600, -3.325639], [0.867624, -1.827635, -3.221525], [0.413373, -0.852850, -4.198761], [-0.045034, 0.156658, -3.708127], [-0.383489, 1.181107, -4.420364], [-0.109241, -1.198756, -5.383765], [2.253059, -2.524038, 0.040321], [2.823669, -1.288801, 0.502651], [3.227413, -1.253522, 1.749877], [3.313030, -2.563360, 2.480755], [2.911861, -3.810845, 1.749910], [2.443177, -3.679842, 0.578709], [2.123632, -4.595056, -0.106005], [3.145185, -4.636917, 2.259265], [3.786320, -2.468154, 3.584452], [2.482492, -0.453218, 0.075859], [0.457714, -0.186189, 0.986529], [-2.118293, -0.452760, 2.218578]],
  "forces_ev_per_angstrom": [[-4.6, -2.5, 0.8], [0.8, -0.6, 0.1], [1.3, -0.2, -2.8], [1.4, 1.8, 1.3], [3.3, 2.2, -0.8], [3.4, 7.8, -5.7], [-10.3, -8.9, 9.4], [6.3, -1.5, -2.5], [-0.1, 4.2, -1.7], [3.1, -13.0, 4.1], [-0.9, 10.6, -6.8], [-1.3, 4.2, 0.0], [4.3, -0.8, 8.5], [-0.8, -2.3, -2.1], [-1.3, 1.6, -0.8], [-1.7, 1.7, -3.4], [2.4, -6.4, 6.4], [-1.0, 3.5, -0.5], [2.2, -1.3, -1.4], [-2.6, -3.2, 1.8], [4.8, 0.9, 9.5], [-4.5, 3.2, -8.5], [0.1, 0.5, -3.2], [0.2, -12.5, -6.3], [-3.9, 16.0, -1.1], [0.0, -3.4, 1.2], [2.4, 0.7, 3.9], [0.4, 6.7, -5.8], [-1.6, -5.4, 3.4], [1.3, -3.4, 3.3], [0.0, 1.9, -2.3], [3.7, 5.8, 7.7], [-3.0, -6.1, -5.8], [0.7, 1.7, 1.8], [0.4, -3.4, 1.6], [-1.4, -0.5, -3.0], [-0.2, 3.5, -1.9], [-2.2, 0.0, -0.1], [-1.2, -3.1, 1.7]],
  "total_energy_ev": -42252.971,
  "mol_weight_g_mol": 367.39,
  "homo_lumo_gap_ev": 7.3263,
  "e_lumo_ev": -0.74,
  "de_lowest_kj_mol": 1458.0,
  "spin_multiplicity": 1
}